(1)
A structure of composition C19H14AgN2O3S2 in a non-equilibrium geometry. Source: the OMol25 dataset; level of theory: ωB97M-V/def2-TZVPD.

Atoms and positions in Å:
Ag -15.713091 5.400261 -1.451425
S -11.669203 2.579701 -2.384286
C -11.417983 2.933396 -0.738021
C -10.323010 2.594525 0.072495
C -10.234817 3.100009 1.345390
C -11.312552 3.893938 1.852446
C -12.437822 4.224999 1.161941
C -12.479786 3.758878 -0.204671
N -13.530680 3.921978 -1.059273
C -13.275088 3.287081 -2.212669
C -14.381758 3.197318 -3.175276
C -14.515099 1.983534 -3.919482
C -15.626606 1.741700 -4.649151
C -16.638091 2.684648 -4.655263
C -16.574163 3.890294 -3.882245
C -15.410400 4.172457 -3.145191
H -9.481087 1.880505 -0.225242
H -9.448096 2.805088 1.963804
H -11.164354 4.307120 2.856571
H -13.269683 4.830080 1.483927
H -13.725877 1.204014 -3.841486
H -15.722480 0.735884 -5.161765
H -17.585333 2.457380 -5.205038
H -17.308804 4.634556 -4.023196
N -16.717538 6.698263 0.155583
C -18.051590 7.243804 -0.119533
C -18.378376 7.654604 -1.383243
C -19.669485 8.090931 -1.637624
C -20.664610 8.045712 -0.607131
C -20.336028 7.599489 0.691242
C -19.006741 7.183834 0.933735
S -22.346869 8.652711 -0.933363
O -22.673439 9.339330 -2.192296
O -23.229917 7.457306 -0.738675
O -22.319173 9.450521 0.322468
H -16.659003 6.331391 1.074964
H -16.011664 7.453158 0.094555
H -17.624945 7.643730 -2.181756
H -20.009819 8.483786 -2.650067
H -21.150805 7.630433 1.501647
H -18.864721 6.729664 1.944683

Forces on the atoms, in the same order (eV/Å):
-0.292 0.220 0.033
-1.370 -0.047 -0.037
0.183 1.201 1.802
1.409 -1.037 -0.435
-2.662 0.692 -0.742
1.393 0.285 1.332
0.307 -0.836 -2.751
1.029 -0.926 0.676
1.143 -1.291 -1.509
-1.216 1.511 1.208
-0.459 -1.073 -0.707
2.147 0.778 1.344
-1.009 -1.542 -1.040
-1.797 1.021 0.179
2.084 -2.180 -1.569
-0.171 -0.308 0.350
-1.418 1.137 -0.064
1.125 -0.182 0.941
-0.232 -0.269 -0.217
0.087 0.050 0.416
-0.525 0.662 -0.077
-0.063 1.457 0.498
0.922 0.277 0.392
-0.991 0.477 0.182
0.793 1.170 -1.540
-0.113 -1.292 2.100
0.126 0.482 -0.725
-2.061 0.378 0.126
1.424 0.002 -2.094
-0.326 0.149 0.034
-1.203 0.033 -0.305
-2.726 -1.224 2.992
1.724 -0.419 1.004
1.556 1.179 -0.667
-0.621 0.610 -1.526
-0.099 -0.361 0.876
-0.614 -0.430 0.193
-0.256 -0.030 0.369
0.649 -0.644 1.421
1.514 -0.200 -1.453
0.610 0.521 -1.013

Values from the calculation:
Kohn-Sham gap = 7.12 eV
HOMO level = -0.1936 hartree
Electronic energy = -2011.0230 hartree
Strongest force on any atom = 4.2 eV Å⁻¹
E_LUMO = 1.850 eV
Total charge = -1

(2)
The molecule C19H14Cl2N4O3S in a non-equilibrium geometry. Source: the OMol25 dataset; level of theory: ωB97M-V/def2-TZVPD.

Atoms and positions in Å:
C 4.218266 2.847151 -0.976876
C 2.810812 2.812198 -0.511855
C 2.075701 1.869041 0.171420
C 0.789130 2.488999 0.319859
N 0.808403 3.672381 -0.240131
O 2.047646 3.885141 -0.733490
C -0.441696 2.002736 0.933342
C -1.659865 2.358292 0.354693
C -2.847576 1.970532 0.941611
C -2.834611 1.230728 2.113767
C -1.627894 0.877402 2.692419
C -0.432274 1.257442 2.108089
H 0.504154 0.984286 2.567419
H -1.614157 0.309604 3.611318
H -3.764944 0.938577 2.578583
H -3.787555 2.252169 0.490813
H -1.654943 2.945698 -0.549832
C 2.494826 0.509045 0.541660
O 2.197532 -0.077933 1.556388
N 3.311405 -0.059162 -0.420458
N 3.531898 -1.428898 -0.385892
C 2.575013 -2.369848 -0.216561
S 2.996623 -3.888024 0.248390
N 1.243292 -2.091081 -0.439880
C 0.643804 -1.098284 -1.169701
O 1.252773 -0.375076 -1.935873
C -0.834142 -0.985679 -1.024572
C -1.483731 -0.347253 -2.085043
C -2.845740 -0.146223 -2.100185
C -3.596926 -0.588564 -1.020179
C -2.984487 -1.206290 0.057454
C -1.611095 -1.400441 0.061282
Cl -0.947255 -2.110271 1.489665
H -3.571288 -1.533310 0.900560
Cl -5.297372 -0.354510 -0.999493
H -3.322571 0.346640 -2.931653
H -0.873084 -0.009187 -2.908735
H 0.635505 -2.784005 -0.013302
H 4.456288 -1.724090 -0.088252
H 3.213671 0.312595 -1.361737
H 4.274671 2.574852 -2.030916
H 4.607161 3.857674 -0.872666
H 4.824971 2.155757 -0.399766

Forces on the atoms, in the same order (eV/Å):
-0.111 0.201 -0.080
-0.306 -0.715 0.562
0.146 0.854 -0.345
0.781 0.299 -0.357
-1.199 -0.027 0.502
0.911 -0.209 -0.290
-0.397 -0.090 0.185
0.032 -0.038 0.011
-0.046 0.121 0.001
0.019 0.025 0.116
-0.128 0.060 0.101
0.079 0.116 -0.013
0.049 -0.012 -0.008
0.005 -0.048 0.057
-0.092 -0.039 0.036
-0.095 0.014 -0.062
-0.024 0.053 -0.112
0.408 -0.081 0.054
-0.098 0.022 0.035
0.307 -0.166 -0.155
0.115 0.520 -0.032
0.122 -0.264 -0.105
0.094 -0.352 0.180
-0.073 -0.012 0.012
0.222 0.041 -0.210
-0.238 -0.089 -0.131
-0.324 0.133 -0.020
0.113 -0.122 0.082
-0.111 -0.049 0.116
0.536 -0.167 -0.010
-0.101 -0.054 -0.118
-0.122 0.180 -0.248
-0.113 -0.203 0.208
-0.034 0.001 0.075
-0.284 0.065 0.026
-0.066 0.041 -0.074
0.031 0.023 -0.038
0.284 0.170 -0.130
-0.308 0.068 -0.066
-0.139 -0.272 0.304
0.063 -0.020 -0.063
0.067 0.024 0.007
0.024 0.000 -0.004

Values from the calculation:
Kohn-Sham gap = 8.31 eV
SMILES string = Cc1onc(-c2ccccc2)c1C(=O)NNC(=S)NC(=O)c1ccc(Cl)cc1Cl
HOMO level = -0.3213 hartree
Electronic energy = -2495.7539 hartree
Strongest force on any atom = 1.3 eV Å⁻¹
E_LUMO = -0.431 eV
Total charge = 0

(3)
A structure of composition C19H14Cl4N7O3Pt. Source: the OMol25 dataset; level of theory: ωB97M-V/def2-TZVPD.

Atoms and positions in Å:
Pt 0.242412 -1.287576 -0.202205
Cl -4.667201 -4.249536 3.408171
C -3.185436 -3.486641 2.939594
C -2.152524 -3.338548 3.849165
Cl -2.325257 -3.916622 5.471921
C -0.964215 -2.713868 3.454292
Cl 0.341566 -2.492781 4.569360
C -0.793491 -2.242643 2.157550
O 0.294064 -1.606362 1.769318
C -1.844107 -2.413640 1.217877
O -1.663395 -1.972774 -0.021717
C -3.023790 -3.019998 1.629503
Cl -4.300479 -3.174288 0.466068
N 0.174711 -0.999524 -2.177929
C 0.064034 -0.843669 -3.322080
N 0.091887 -0.590181 -4.583919
C -0.774908 -1.128405 -5.421279
N -1.486802 -1.540712 -6.238599
C 6.350958 0.188202 -0.459540
C 4.888132 -0.135148 -0.359997
C 4.438265 -1.306012 0.235294
C 3.083856 -1.570903 0.295319
N 2.175640 -0.730485 -0.209950
C 2.586386 0.415617 -0.768182
C 3.925582 0.735486 -0.858286
H 6.960801 -0.590616 -0.004215
H 6.571467 1.132865 0.039782
H 6.650739 0.291855 -1.503510
H 5.134747 -2.020203 0.654344
H 2.688937 -2.459998 0.765333
H 1.801709 1.073797 -1.112796
H 4.210225 1.672582 -1.318899
C -0.889590 4.900981 -0.262951
N -1.640754 3.660016 -0.252423
C -2.994004 3.643413 -0.268028
C -3.681959 2.486272 -0.278641
C -2.899613 1.279339 -0.265506
N -1.583728 1.288039 -0.222182
C -0.898428 2.450572 -0.253242
O 0.322864 2.549489 -0.283354
N -3.496503 0.083775 -0.300597
H -1.589338 5.735129 -0.262401
H -0.255747 4.951592 -1.146970
H -0.245362 4.959023 0.613027
H -3.481675 4.609776 -0.277293
H -4.760735 2.470557 -0.301654
H -4.495199 0.003430 -0.310299
H -2.904763 -0.750654 -0.287251

Forces on the atoms, in the same order (eV/Å):
-0.117 -0.108 0.053
-0.007 -0.001 0.003
0.000 -0.005 0.012
-0.005 0.008 -0.014
0.000 -0.004 0.003
-0.007 -0.001 -0.010
0.007 0.004 0.000
-0.157 0.134 0.005
0.210 -0.213 -0.053
-0.029 -0.120 0.123
0.229 -0.035 -0.039
0.025 0.048 -0.016
-0.008 -0.034 -0.004
-0.173 -0.012 0.079
0.130 -0.032 -0.072
-0.025 0.028 0.041
-0.014 0.033 0.018
0.004 -0.015 -0.008
0.003 -0.001 0.001
-0.015 0.018 -0.005
-0.008 -0.002 0.019
0.023 0.063 0.078
0.000 -0.057 -0.091
-0.064 -0.021 -0.010
0.023 0.004 0.025
0.000 0.000 0.000
-0.001 0.001 -0.001
0.000 0.001 0.000
0.001 0.002 0.001
-0.002 -0.010 -0.017
0.001 0.031 -0.017
-0.007 0.002 0.000
-0.001 0.001 -0.008
0.000 0.006 0.007
-0.010 -0.027 -0.001
0.004 0.030 -0.009
-0.130 -0.209 0.006
0.217 0.265 -0.088
-0.059 0.075 0.004
0.011 -0.001 0.009
-0.083 0.263 0.007
0.000 0.001 0.002
-0.001 0.002 0.001
0.003 0.000 -0.003
-0.001 0.002 0.003
0.002 0.002 0.002
-0.013 -0.016 0.004
0.042 -0.097 -0.042

Values from the calculation:
Kohn-Sham gap = 6.87 eV
HOMO level = -0.1683 hartree
Electronic energy = -3301.7052 hartree
Strongest force on any atom = 0.4 eV Å⁻¹
E_LUMO = 2.292 eV
Total charge = -1

(4)
A structure of composition C19H14Cl5IrN4OS. Source: the OMol25 dataset; level of theory: ωB97M-V/def2-TZVPD.

Atoms and positions in Å:
Ir 0.059560 -0.752339 -0.229708
Cl -0.755191 -1.138631 -2.591716
C -1.508966 0.382237 -2.143916
C -1.143539 0.701166 -0.864623
C -1.597959 1.874953 -0.302421
Cl -1.147964 2.274425 1.310722
C -2.406070 2.720841 -1.074039
Cl -2.958277 4.192605 -0.410491
C -2.762061 2.366169 -2.385820
Cl -3.737731 3.406561 -3.322352
C -2.313618 1.163308 -2.943692
Cl -2.711724 0.665738 -4.525215
N 0.089439 -1.320999 3.772351
C 1.255667 -0.585356 3.799359
C 1.492042 -0.177457 2.525328
N 0.477170 -0.660994 1.735715
C -0.358147 -1.347523 2.514028
C -1.488643 -1.959488 1.844032
N -1.491896 -1.879022 0.517612
C -2.678296 -2.406067 0.076442
C -3.387161 -2.824785 1.161044
N -2.623162 -2.534293 2.265971
H -0.327507 -1.768742 4.574447
H 1.810542 -0.427319 4.707072
H 2.299086 0.407152 2.125097
H -2.927234 -2.475731 -0.967586
H -4.343055 -3.311968 1.237621
H -2.904108 -2.694597 3.221213
C 3.669657 1.940973 -1.193597
S 1.906575 1.791175 -0.987418
O 1.801918 0.279590 -0.609668
C 1.357584 1.958291 -2.660707
C 1.692472 1.002965 -3.614308
C 1.242192 1.178539 -4.911469
C 0.481567 2.297273 -5.239797
C 0.159384 3.243406 -4.276966
C 0.589068 3.072735 -2.968533
H 4.010340 1.209205 -1.922780
H 4.140449 1.784422 -0.225489
H 3.859455 2.956356 -1.540758
H 2.287927 0.138152 -3.347396
H 1.494294 0.451001 -5.671035
H 0.138674 2.431373 -6.256927
H -0.427483 4.113047 -4.540649
H 0.342202 3.802138 -2.205524

Forces on the atoms, in the same order (eV/Å):
0.046 -0.336 -0.167
0.278 0.049 0.196
-0.157 0.125 -0.088
0.136 -0.183 0.570
0.014 0.012 0.020
-0.030 0.040 -0.021
-0.017 -0.059 -0.045
0.003 0.022 0.001
0.013 0.027 0.074
0.004 0.000 -0.013
0.026 -0.041 -0.043
-0.001 0.001 0.013
0.034 0.055 0.040
0.000 -0.006 0.022
-0.065 -0.010 -0.038
-0.290 0.095 -0.190
-0.006 -0.005 -0.062
-0.032 0.041 0.066
0.063 0.415 -0.029
0.070 -0.118 -0.006
0.023 -0.054 -0.001
-0.017 0.018 -0.024
-0.003 -0.005 -0.006
-0.019 0.001 0.011
0.009 0.003 0.005
-0.015 0.026 0.004
-0.008 0.019 0.013
0.017 -0.045 -0.002
-0.026 0.011 0.004
-0.095 0.137 -0.019
-0.046 -0.187 -0.347
0.070 -0.120 0.073
0.006 0.043 -0.050
0.017 -0.011 0.015
-0.014 0.011 0.018
-0.011 0.015 -0.020
0.038 0.045 0.040
0.005 -0.008 0.002
-0.020 -0.006 0.008
0.014 -0.004 -0.016
-0.001 0.001 0.004
-0.011 0.000 -0.008
0.007 0.001 -0.007
-0.007 -0.004 -0.006
-0.005 -0.008 0.009

Values from the calculation:
Kohn-Sham gap = 7.54 eV
HOMO level = -0.5284 hartree
Electronic energy = -3829.6665 hartree
Strongest force on any atom = 0.6 eV Å⁻¹
E_LUMO = -6.837 eV
Total charge = +2